ORCA calculation (ωB97M-V with the def2-TZVPD basis set) on an isolated molecule of C5H4N2 at a distorted geometry.

Results
E_HOMO in Eh: -0.31620
Kohn-Sham gap in eV: 8.648
LUMO energy in eV: 0.0
Relative energy (zero: lowest compared OMol25 entry of this formula, charge and spin) in kcal per mole: 104.5

Positions of all 11 atoms, in Å:
C: -0.2417 0.0872 0.0090
H: -1.4682 3.5432 -0.6619
N: 0.3044 -2.3147 0.6912
C: 1.0726 -0.2886 -0.2792
C: -0.7316 1.4249 -0.2616
H: 2.0745 -2.3288 0.2263
H: 1.8118 0.3406 -0.7465
C: 1.2333 -1.6163 0.1572
C: -1.1198 2.5469 -0.4760
N: -0.9845 -0.8528 0.5657
H: -1.9508 -0.5417 0.7758

These are the Löwdin partial charges, in e, on atoms 1 to 2:
1 C -0.411
2 H 0.035